[1]
Computed, not measured: 3 unconnected molecules or ions with the total composition C29H21ClFN2O7PS at a distorted geometry, with ωB97M-V/def2-TZVPD.

Computed properties:
**SMILES**: O=C1c2ccccc2C(=O)c2ccccc21.O=C1c2ccccc2C(=O)c2ccccc21.NCN(P(O)Cl)S(=O)(=O)F
**Charge**: 0
**Highest occupied orbital energy**: -9.6 eV
**Energy**: -3053.59066 a.u.
**Gap between HOMO and LUMO**: 0.3107 Eh

Geometry (Å):
1 O -2.02 0.89 -0.58
2 C -2.71 1.88 -0.43
3 C -4.16 1.74 -0.12
4 C -4.71 0.47 0.01
5 C -6.05 0.33 0.34
6 C -6.84 1.46 0.53
7 C -6.30 2.73 0.39
8 C -4.96 2.87 0.06
9 C -4.40 4.24 -0.11
10 O -5.10 5.22 -0.01
11 C -2.94 4.37 -0.40
12 C -2.39 5.64 -0.53
13 C -1.03 5.78 -0.76
14 C -0.22 4.65 -0.87
15 C -0.77 3.39 -0.76
16 C -2.13 3.24 -0.53
17 H -4.10 -0.40 -0.14
18 H -6.48 -0.65 0.44
19 H -7.89 1.35 0.80
20 H -6.92 3.60 0.54
21 H -3.01 6.52 -0.44
22 H -0.60 6.77 -0.86
23 H 0.84 4.77 -1.05
24 H -0.14 2.51 -0.85
25 O 6.85 -2.19 1.54
26 C 5.77 -1.80 1.92
27 C 4.51 -2.33 1.31
28 C 4.59 -3.30 0.32
29 C 3.43 -3.83 -0.22
30 C 2.19 -3.39 0.22
31 C 2.11 -2.41 1.20
32 C 3.26 -1.88 1.74
33 C 3.16 -0.81 2.78
34 O 2.08 -0.38 3.11
35 C 4.41 -0.30 3.40
36 C 4.33 0.67 4.39
37 C 5.48 1.13 5.00
38 C 6.72 0.63 4.62
39 C 6.81 -0.32 3.62
40 C 5.66 -0.79 3.00
41 H 5.56 -3.64 -0.02
42 H 3.49 -4.58 -0.99
43 H 1.29 -3.81 -0.20
44 H 1.14 -2.07 1.54
45 H 3.36 1.05 4.69
46 H 5.42 1.88 5.78
47 H 7.62 0.99 5.10
48 H 7.77 -0.71 3.32
49 N -2.99 -2.16 -4.75
50 C -1.94 -3.17 -4.81
51 N -1.06 -3.26 -3.62
52 P -0.02 -1.84 -3.45
53 O 0.17 -1.52 -1.85
54 Cl 1.86 -2.57 -4.00
55 S -1.88 -3.70 -2.27
56 O -2.53 -2.61 -1.67
57 O -2.67 -4.82 -2.55
58 F -0.76 -4.18 -1.31
59 H -2.98 -1.63 -3.89
60 H -2.88 -1.54 -5.54
61 H -2.38 -4.16 -4.95
62 H -1.29 -2.97 -5.67
63 H -0.65 -1.08 -1.54

***

[2]
Computed, not measured: a molecular structure, C6H26B2O7PtS at a distorted geometry, with ωB97M-V/def2-TZVPD.

Computed properties:
**Charge**: -2
**Highest occupied orbital energy (alpha / beta)**: -1.2 / -1.5 eV
**Multiplicity**: 3
**Expectation value of S²**: 2.004
**Energy**: -1337.91268 a.u.
**Gap between HOMO and LUMO (alpha / beta)**: 0.2056 / 0.2171 Eh

Geometry (Å):
1 Pt 8.73 -22.86 19.24
2 B 8.85 -21.02 20.76
3 H 9.34 -20.05 21.30
4 H 9.80 -21.59 20.20
5 H 8.39 -21.70 21.67
6 H 8.00 -20.65 19.96
7 B 9.95 -24.55 20.52
8 H 8.90 -23.99 20.79
9 H 10.02 -24.87 19.35
10 H 10.94 -23.89 20.76
11 H 10.04 -25.65 21.04
12 S 11.17 -23.58 16.99
13 O 12.22 -24.03 17.90
14 O 10.29 -24.71 16.54
15 O 10.17 -22.66 17.69
16 O 11.70 -22.83 15.84
17 C 7.06 -22.03 15.28
18 C 6.49 -21.90 16.68
19 O 7.48 -21.37 17.56
20 H 8.09 -22.38 15.29
21 H 6.98 -21.07 14.77
22 H 6.45 -22.73 14.68
23 H 6.17 -22.86 17.09
24 H 5.59 -21.26 16.69
25 H 7.28 -20.45 17.78
26 C 4.52 -23.74 21.22
27 C 5.88 -23.07 21.22
28 O 6.33 -22.75 19.92
29 H 4.19 -23.97 22.24
30 H 4.53 -24.65 20.63
31 H 3.77 -23.04 20.83
32 H 6.65 -23.66 21.70
33 H 5.82 -22.17 21.84
34 H 5.93 -21.94 19.58
35 C 6.77 -25.91 18.82
36 C 7.66 -25.77 17.60
37 O 8.18 -24.46 17.56
38 H 7.39 -25.77 19.70
39 H 6.25 -26.88 18.85
40 H 5.99 -25.14 18.75
41 H 7.11 -25.93 16.65
42 H 8.48 -26.50 17.66
43 H 9.10 -24.49 17.12

***

[3]
Computed, not measured: 8 unconnected molecules or ions with the total composition C5H25NO9 at a distorted geometry, with ωB97M-V/def2-TZVPD.

Computed properties:
**SMILES**: NCCCCC(=O)O.O.O.O.O.O.O.O
**Charge**: 0
**Highest occupied orbital energy**: -9.5 eV
**ΔE to the lowest compared entry with this formula, charge and spin**: 312.85 kJ/mol
**Energy**: -937.34488 a.u.
**Gap between HOMO and LUMO**: 0.3476 Eh

Geometry (Å):
1 N 1.42 0.69 -0.70
2 C 0.55 1.56 -1.50
3 C 0.35 2.92 -0.76
4 C -0.67 2.89 0.45
5 C -2.14 2.54 0.10
6 C -2.12 1.04 0.07
7 O -1.95 0.36 1.04
8 O -2.87 0.50 -1.02
9 H 1.91 1.13 0.09
10 H 1.02 -0.24 -0.56
11 H -0.47 1.08 -1.71
12 H 1.10 1.64 -2.48
13 H -0.06 3.62 -1.50
14 H 1.39 3.34 -0.50
15 H -0.26 2.15 1.19
16 H -0.79 3.81 0.97
17 H -2.58 3.00 -0.80
18 H -2.68 2.91 0.99
19 H -2.47 -0.15 -1.65
20 O 4.03 0.12 -1.72
21 H 3.33 0.63 -1.40
22 H 4.41 0.58 -2.54
23 O -0.88 -0.92 4.12
24 H -1.30 -1.22 3.32
25 H -0.46 0.00 3.89
26 O -2.73 -1.96 0.29
27 H -3.39 -2.11 0.97
28 H -2.39 -1.12 0.10
29 O 1.38 -2.54 -0.39
30 H 0.68 -3.27 -0.17
31 H 1.55 -2.64 -1.38
32 O -1.20 -4.02 0.03
33 H -0.75 -3.57 0.80
34 H -1.91 -3.32 -0.03
35 O 2.54 -2.74 -2.95
36 H 1.72 -2.61 -3.54
37 H 2.98 -1.90 -2.79
38 O 2.81 1.78 2.76
39 H 1.86 1.64 2.53
40 H 2.82 1.39 3.64

***

[4]
Computed, not measured: 8 unconnected molecules or ions with the total composition C65H56ClF14IN4O20PS at a distorted geometry, with ωB97M-V/def2-TZVPD.

Computed properties:
**Charge**: +1
**Highest occupied orbital energy**: -11.1 eV
**Energy**: -7128.60876 a.u.
**Gap between HOMO and LUMO**: 0.2298 Eh

Geometry (Å):
1 C 1.25 2.70 2.06
2 C 2.10 2.56 0.67
3 S 1.45 1.24 -0.51
4 C 1.85 1.87 -2.21
5 C 0.68 1.81 -3.34
6 N -0.53 2.67 -3.11
7 C -0.28 4.14 -3.08
8 O -0.61 4.84 -4.20
9 N 0.35 4.97 -1.97
10 C -0.40 6.26 -1.73
11 O -1.10 6.37 -0.57
12 F -0.40 7.43 -2.64
13 C -1.50 2.14 -2.11
14 N -1.89 2.73 -0.91
15 P -3.06 2.01 0.25
16 O -3.02 2.91 1.59
17 N -2.08 0.78 -2.41
18 C -3.24 0.89 -3.36
19 C -4.69 0.38 -2.76
20 C -5.99 1.04 -3.58
21 F -5.65 1.41 -4.99
22 F -7.00 -0.08 -3.64
23 C -6.61 2.28 -2.70
24 F -7.03 1.68 -1.38
25 F -5.46 3.21 -2.44
26 C -7.92 3.01 -3.37
27 F -9.03 2.87 -2.36
28 F -8.44 2.30 -4.59
29 C -7.65 4.56 -3.84
30 F -8.85 4.95 -4.69
31 F -6.48 4.64 -4.80
32 C -7.50 5.65 -2.63
33 F -6.18 6.35 -2.87
34 F -7.41 5.07 -1.27
35 C -8.64 6.83 -2.61
36 F -8.52 7.73 -3.79
37 F -10.03 6.32 -2.37
38 F -8.32 7.68 -1.40
39 C -1.06 -0.27 -2.75
40 C -1.66 -1.74 -3.17
41 C -2.31 -2.61 -1.94
42 C -2.64 -1.81 -0.57
43 I -4.11 -3.76 -2.60
44 C 0.17 0.27 -3.76
45 C 1.42 -0.84 -3.66
46 O 1.39 -1.84 -4.78
47 O 2.59 -2.37 -4.90
48 C -0.47 0.40 -5.26
49 C 0.55 0.71 -6.50
50 O -0.03 0.86 -7.72
51 Cl 2.39 0.87 -6.46
52 H 0.28 2.05 2.02
53 H 0.93 3.82 2.33
54 H 1.89 2.34 2.99
55 H 3.20 2.25 0.96
56 H 2.15 3.62 0.17
57 H 2.12 3.03 -2.08
58 H 2.89 1.38 -2.53
59 H 1.19 2.27 -4.32
60 H 1.36 5.17 -2.18
61 H -1.49 3.65 -0.63
62 H -4.44 2.09 -0.21
63 H -2.65 0.69 0.66
64 H -3.38 2.05 -3.60
65 H -3.11 0.36 -4.40
66 H -4.79 0.46 -1.60
67 H -4.75 -0.79 -3.02
68 H -0.48 -0.49 -1.73
69 H -2.50 -1.69 -4.02
70 H -0.84 -2.47 -3.65
71 H -1.52 -3.47 -1.65
72 H -3.37 -0.90 -0.66
73 H -3.09 -2.58 0.19
74 H -1.60 -1.42 -0.11
75 H 1.47 -1.37 -2.61
76 H 2.48 -0.32 -3.81
77 H 2.98 -1.93 -5.71
78 H -1.12 -0.53 -5.60
79 H -1.24 1.31 -5.25
80 C 4.07 -1.53 1.31
81 C 4.96 -1.44 2.30
82 C 6.34 -0.96 2.04
83 O 7.16 -0.88 2.94
84 C 6.68 -0.59 0.66
85 C 5.78 -0.68 -0.33
86 C 4.41 -1.15 -0.07
87 O 3.58 -1.23 -0.97
88 H 3.05 -1.88 1.48
89 H 4.73 -1.71 3.32
90 H 7.69 -0.24 0.49
91 H 6.02 -0.40 -1.35
92 C -7.81 -5.29 -0.73
93 C -9.08 -5.58 -1.02
94 C -9.49 -6.95 -1.38
95 O -10.66 -7.22 -1.65
96 C -8.44 -7.99 -1.41
97 C -7.17 -7.70 -1.12
98 C -6.76 -6.33 -0.76
99 O -5.60 -6.06 -0.49
100 H -7.49 -4.29 -0.46
101 H -9.87 -4.83 -1.00
102 H -8.76 -8.99 -1.68
103 H -6.39 -8.45 -1.14
104 C -14.09 -11.12 0.98
105 C -12.79 -11.13 1.30
106 C -11.86 -10.12 0.75
107 O -10.67 -10.13 1.03
108 C -12.42 -9.11 -0.16
109 C -13.72 -9.10 -0.48
110 C -14.65 -10.10 0.07
111 O -15.84 -10.09 -0.21
112 H -14.79 -11.85 1.38
113 H -12.37 -11.86 1.97
114 H -11.73 -8.37 -0.56
115 H -14.15 -8.36 -1.15
116 C 10.23 0.71 7.55
117 C 10.83 -0.23 6.81
118 C 10.10 -0.94 5.74
119 O 10.65 -1.81 5.07
120 C 8.69 -0.58 5.52
121 C 8.09 0.36 6.26
122 C 8.82 1.08 7.33
123 O 8.27 1.94 8.00
124 H 10.75 1.25 8.33
125 H 11.86 -0.51 6.96
126 H 8.17 -1.11 4.74
127 H 7.05 0.64 6.11
128 C 4.83 6.00 -1.01
129 C 5.90 6.80 -0.94
130 C 6.11 7.89 -1.91
131 O 7.09 8.61 -1.85
132 C 5.09 8.07 -2.97
133 C 4.02 7.27 -3.04
134 C 3.81 6.18 -2.07
135 O 2.83 5.45 -2.13
136 H 4.66 5.20 -0.31
137 H 6.65 6.68 -0.17
138 H 5.26 8.87 -3.67
139 H 3.26 7.39 -3.81
140 C 12.67 -4.58 2.82
141 C 11.67 -4.53 3.71
142 C 11.08 -5.77 4.26
143 O 10.17 -5.73 5.07
144 C 11.64 -7.05 3.80
145 C 12.64 -7.10 2.91
146 C 13.23 -5.86 2.36
147 O 14.15 -5.90 1.55
148 H 13.12 -3.68 2.41
149 H 11.25 -3.60 4.06
150 H 11.20 -7.95 4.21
151 H 13.06 -8.03 2.56
152 C 3.76 5.92 7.79
153 C 3.65 5.03 6.79
154 C 4.24 3.68 6.91
155 O 4.15 2.87 6.00
156 C 4.96 3.36 8.16
157 C 5.07 4.24 9.15
158 C 4.47 5.59 9.04
159 O 4.57 6.41 9.94
160 H 3.33 6.91 7.72
161 H 3.13 5.25 5.87
162 H 5.39 2.36 8.22
163 H 5.59 4.02 10.07

***

[5]
Computed, not measured: 2 unconnected molecules or ions with the total composition C7H12BClNO4 at a distorted geometry, with ωB97M-V/def2-TZVPD.

Computed properties:
**Charge**: -1
**Highest occupied orbital energy**: -4.4 eV
**Energy**: -1114.72241 a.u.
**Gap between HOMO and LUMO**: 0.2606 Eh

Geometry (Å):
1 B 0.85 1.56 0.30
2 C -3.53 -0.25 -0.69
3 C 0.37 -0.96 0.97
4 C -1.05 -0.42 1.05
5 C 1.35 0.17 0.86
6 C -1.26 0.49 -0.19
7 C 2.79 -1.55 -1.04
8 C -2.67 0.89 -0.10
9 N 3.00 -0.34 -0.30
10 O -3.45 -1.29 -0.09
11 O -4.12 -0.01 -1.74
12 O -0.43 1.67 -0.19
13 O 1.72 2.64 0.48
14 Cl 3.39 0.96 -1.41
15 H 0.62 -1.69 1.81
16 H 0.29 -1.71 0.11
17 H -1.68 -1.29 0.79
18 H -1.27 0.17 1.98
19 H 1.97 0.33 1.67
20 H -0.99 -0.17 -1.11
21 H 3.82 -1.97 -1.03
22 H 2.08 -2.19 -0.42
23 H 2.48 -1.49 -2.11
24 H -2.67 1.92 -0.64
25 H -2.90 1.14 0.91
26 H 1.29 3.41 0.13

***

[6]
Computed, not measured: 2 unconnected molecules or ions with the total composition HN3O4 at a distorted geometry, with ωB97M-V/def2-TZVPD.

Computed properties:
**SMILES**: O=[N+]([O-])O.N#[N+][O-]
**Charge**: 0
**Highest occupied orbital energy**: -11.3 eV
**ΔE to the lowest compared entry with this formula, charge and spin**: 99.23 kJ/mol
**Energy**: -465.60242 a.u.
**Gap between HOMO and LUMO**: 0.4206 Eh

Geometry (Å):
1 O -1.15 2.03 -0.13
2 N -0.74 1.03 -0.56
3 O -0.95 -0.13 -0.30
4 O 0.12 1.17 -1.61
5 H 0.62 0.38 -1.38
6 N 0.64 -0.42 0.99
7 N 0.70 -1.46 1.34
8 O 0.76 -2.60 1.66